# 1
{"formula": "C10F20O", "method": "ωB97M-V with the def2-TZVPD basis set", "elements": ["F", "C", "F", "C", "C", "F", "C", "F", "F", "F", "O", "F", "F", "F", "F", "F", "C", "C", "F", "F", "F", "C", "C", "F", "F", "C", "C", "F", "F", "F", "F"], "xyz": [[-1.80741, 1.97200, -0.05104], [1.01103, 1.93499, -1.44644], [-1.48111, -1.27902, 1.88101], [2.06623, -0.14893, -0.39377], [-1.11192, 1.62914, 1.08256], [-0.23662, -1.98637, 0.21491], [1.10921, 0.26245, 1.68613], [-0.28086, 0.18962, 3.73596], [-1.88177, 3.72240, 2.03801], [-0.04545, -0.01969, -1.72293], [1.98049, -0.60874, 0.96648], [1.73466, 1.69747, -2.58970], [1.52439, -2.19624, -1.71653], [1.91151, -0.01544, 3.95450], [-2.07770, 1.15794, 1.90677], [3.08856, -0.91372, -2.47431], [-0.95952, -0.89098, 0.67249], [2.51155, -1.35305, -1.33212], [1.72813, 2.85089, -0.72022], [3.14474, 0.70423, -0.36722], [-2.00578, -0.78534, -0.14705], [0.72146, 0.55017, -0.71605], [-0.06589, 0.44974, 0.69190], [-0.00789, 3.77649, 0.93559], [0.78997, -1.67978, 3.15527], [-0.73979, 3.00712, 1.75394], [0.84678, -0.32142, 3.16795], [-0.12881, 2.53075, -1.87802], [1.76905, 1.44876, 1.86848], [-0.14651, 2.86505, 2.95643], [3.44377, -2.14602, -0.70850]], "lowdin_charge": [0.1278, -0.4436, 0.1464, -0.2443, -0.2864, 0.1394, -0.2743, 0.1581, 0.1465, 0.1075, 0.1091, 0.1520, 0.1544, 0.1638, 0.1392, 0.1637, -0.4500, -0.4447, 0.1389, 0.1364, 0.1860, -0.1112, 0.0588, 0.1718, 0.1595, -0.4742, -0.4376, 0.1562, 0.1386, 0.1625, 0.1499], "smiles": "FC(F)(F)C(F)(F)[C@@]1(C(F)(F)F)[C@@](F)(C(F)(F)F)[C@](F)(C(F)(F)F)O[C@]1(F)C(F)(F)F", "total_energy_ev": -66766.985, "homo_ev": -13.58, "homo_lumo_gap_ev": 14.13}

=====

# 2
{"formula": "C10H10", "method": "ωB97M-V with the def2-TZVPD basis set", "elements": ["C", "H", "H", "H", "C", "C", "H", "H", "C", "C", "C", "C", "C", "C", "H", "H", "H", "H", "H", "C"], "xyz": [[1.39669, -0.42517, -0.39728], [2.38908, -1.63598, 1.07130], [0.81649, 2.07504, -1.36879], [3.48854, -0.41377, 0.44063], [-0.92054, -1.32259, -0.29595], [0.24718, -1.39351, -0.63372], [1.63370, 0.03121, -1.41453], [0.91649, 0.57211, 1.49602], [-0.64628, 1.09230, -0.05666], [-1.90046, 0.82467, 0.10624], [0.73136, 0.69911, 0.40069], [-3.16249, -0.00177, -0.12151], [0.42069, 2.03149, -0.28896], [-2.18769, -1.10101, 0.27074], [-2.06082, -1.29109, 1.32392], [0.63916, 2.93201, 0.26914], [3.20247, -1.76779, -0.59636], [-3.69766, 0.12448, -1.09200], [-3.99567, 0.07602, 0.68787], [2.68976, -1.10577, 0.19919]], "lowdin_charge": [-0.3381, 0.0554, 0.1429, 0.0590, -0.1084, 0.0030, 0.1401, 0.1680, -0.2239, 0.0908, -0.1871, -0.1369, -0.0484, -0.1155, 0.1095, 0.1025, 0.1034, 0.1112, 0.1360, -0.0635], "total_energy_ev": -10523.956, "e_above_lowest_ev": 5.036, "homo_ev": [-7.65, -7.65], "homo_lumo_gap_ev": [8.35, 8.35]}

=====

# 3
{"formula": "C10H10AuClI", "method": "ωB97M-V with the def2-TZVPD basis set", "elements": ["H", "H", "H", "C", "H", "C", "H", "C", "C", "C", "I", "Cl", "C", "C", "H", "H", "C", "H", "C", "Au", "H", "H", "C"], "xyz": [[1.09447, 0.05337, -3.88072], [0.13987, 3.86487, -1.88277], [1.74870, -2.42825, 1.14399], [-0.45388, -2.03441, 1.22464], [-0.94575, -1.93620, 4.55619], [-1.16159, 2.26703, -2.72685], [-0.73380, -2.18560, 0.17974], [-0.84871, 1.01586, -3.37888], [1.13754, 2.00251, -2.70532], [0.90445, -2.08518, 1.74962], [1.08221, 0.72188, -0.56926], [0.32171, 1.40372, 3.97475], [0.03066, 2.88691, -2.34550], [-0.54012, -1.95750, 3.54991], [-2.43065, -2.00939, 2.31220], [-2.16783, 2.64747, -2.56552], [0.83032, -2.04169, 3.18718], [2.19176, 2.29089, -2.73938], [0.53941, 0.85669, -3.40660], [0.53620, 0.49195, 1.87573], [1.64505, -2.17232, 3.87568], [-1.58486, 0.32538, -3.78285], [-1.33514, -1.97799, 2.35404]], "lowdin_charge": [0.0783, 0.0865, 0.0893, -0.1906, 0.0939, -0.1705, 0.0843, -0.1697, -0.4561, -0.2232, 0.6996, -0.3489, -0.2431, -0.1442, 0.0826, 0.0800, -0.1904, 0.0722, -0.2920, 0.0506, 0.0792, 0.0820, -0.1497], "total_energy_ev": -34846.305, "charge": -1, "s2": 2.03, "spin_multiplicity": 3, "homo_ev": [-3.49, -4.24], "homo_lumo_gap_ev": [6.69, 5.20]}